This record from the OMol25 dataset describes a cluster of 15 separate species, C69H140O45 in total in a non-equilibrium geometry. The level of theory is ωB97M-V/def2-TZVPD.

Structure (XYZ):
```
254
Properties=species:S:1:pos:R:3
C 0.66 -2.86 6.90
C 1.73 -2.87 5.77
O 1.17 -3.79 4.84
C -0.15 -3.93 5.04
O -0.87 -4.48 4.28
O -0.53 -3.34 6.19
H 0.48 -1.86 7.35
H 0.86 -3.46 7.75
H 2.72 -3.21 6.04
H 1.81 -1.90 5.35
C -6.47 -0.86 -3.88
C -6.04 -1.97 -2.94
O -4.60 -2.09 -3.23
C -4.23 -1.18 -4.16
O -3.10 -1.06 -4.54
O -5.29 -0.43 -4.49
H -7.14 -0.07 -3.44
H -7.16 -1.25 -4.62
H -6.51 -2.91 -3.14
H -6.05 -1.67 -1.93
C -0.67 2.56 5.52
C -1.74 2.39 4.51
O -1.56 1.07 3.96
C -0.59 0.42 4.66
O -0.35 -0.75 4.49
O -0.19 1.18 5.68
H -1.10 2.85 6.44
H 0.17 3.10 5.18
H -1.88 3.08 3.61
H -2.74 2.28 4.96
C 7.51 -1.31 4.46
C 6.88 -2.55 3.83
O 5.72 -2.81 4.59
C 5.64 -1.85 5.58
O 4.71 -1.75 6.29
O 6.67 -1.03 5.57
H 7.55 -0.46 3.86
H 8.49 -1.54 4.89
H 7.53 -3.38 3.91
H 6.63 -2.41 2.77
C -3.28 -2.50 3.00
C -3.79 -3.81 3.55
O -3.49 -4.74 2.48
C -2.65 -4.17 1.60
O -2.11 -4.72 0.66
O -2.48 -2.89 1.84
H -2.63 -2.02 3.74
H -3.99 -1.71 2.70
H -4.84 -3.81 3.79
H -3.24 -4.22 4.42
C 2.76 0.91 0.85
C 3.55 0.42 -0.33
O 4.86 0.15 0.24
C 4.73 0.04 1.55
O 5.58 -0.15 2.32
O 3.46 0.32 1.95
H 1.68 0.61 0.76
H 2.76 1.99 0.96
H 3.74 1.19 -1.05
H 3.24 -0.47 -0.86
C 3.63 4.81 -1.08
C 4.79 4.12 -1.59
O 5.74 4.25 -0.54
C 5.06 4.47 0.58
O 5.55 4.53 1.65
O 3.78 4.53 0.27
H 2.75 4.41 -1.56
H 3.65 5.91 -1.24
H 5.23 4.46 -2.54
H 4.50 3.07 -1.76
C -5.76 2.39 -5.45
O -6.48 2.21 -4.29
C -6.28 3.10 -3.22
C -4.93 3.17 -2.59
O -5.15 3.43 -1.19
C -3.90 3.61 -0.53
C -4.14 4.04 0.88
O -4.15 5.44 0.93
C -5.26 5.97 0.28
H -6.23 1.70 -6.21
H -4.69 2.01 -5.39
H -5.81 3.41 -5.79
H -6.97 2.66 -2.51
H -6.70 4.10 -3.43
H -4.42 4.05 -3.06
H -4.25 2.32 -2.70
H -3.30 4.34 -1.01
H -3.32 2.65 -0.49
H -3.36 3.61 1.54
H -5.10 3.64 1.30
H -5.10 5.70 -0.78
H -5.26 7.06 0.35
H -6.20 5.57 0.56
C 2.31 -2.49 -8.47
O 2.13 -2.29 -7.11
C 3.39 -2.19 -6.49
C 3.16 -2.25 -5.00
O 4.34 -2.06 -4.20
C 4.72 -0.73 -3.83
C 6.05 -0.72 -3.02
O 6.17 0.54 -2.52
C 7.34 0.68 -1.68
H 1.43 -2.62 -9.09
H 2.92 -3.38 -8.74
H 2.84 -1.57 -8.81
H 3.81 -1.21 -6.70
H 4.01 -3.02 -6.91
H 2.77 -3.33 -4.80
H 2.41 -1.55 -4.75
H 3.91 -0.35 -3.16
H 4.78 -0.01 -4.64
H 6.87 -0.95 -3.71
H 6.05 -1.45 -2.24
H 8.22 1.09 -2.35
H 7.62 -0.24 -1.23
H 7.07 1.46 -0.99
C -1.88 -5.34 -2.66
O -2.16 -5.29 -4.01
C -2.68 -6.60 -4.37
C -4.12 -6.84 -3.98
O -5.09 -6.50 -4.93
C -5.29 -5.05 -5.00
C -4.37 -4.25 -5.88
O -4.93 -2.97 -6.04
C -4.34 -2.22 -7.15
H -2.61 -5.62 -1.96
H -1.48 -4.43 -2.23
H -1.05 -6.01 -2.55
H -2.07 -7.33 -3.84
H -2.58 -6.62 -5.46
H -4.26 -6.23 -3.11
H -4.33 -7.97 -3.83
H -5.08 -4.69 -3.96
H -6.31 -4.83 -5.24
H -4.33 -4.82 -6.88
H -3.33 -4.16 -5.55
H -4.70 -2.74 -8.07
H -3.23 -2.34 -7.22
H -4.77 -1.22 -7.12
C 0.16 5.07 1.32
O -0.39 4.61 0.09
C -0.85 5.57 -0.77
C -0.88 5.01 -2.20
O 0.41 4.57 -2.51
C 0.55 4.26 -3.93
C 2.06 4.21 -4.22
O 2.47 5.51 -4.27
C 3.73 5.75 -4.82
H 1.07 5.65 1.13
H 0.28 4.19 1.95
H -0.53 5.68 1.88
H -0.14 6.40 -0.68
H -1.86 5.94 -0.50
H -1.25 5.78 -3.00
H -1.62 4.17 -2.38
H 0.20 5.08 -4.51
H 0.01 3.33 -4.14
H 2.38 3.71 -5.13
H 2.54 3.69 -3.36
H 4.01 6.78 -4.60
H 3.74 5.66 -5.92
H 4.49 5.08 -4.35
C -2.18 6.69 4.44
O -1.02 5.93 4.69
C 0.12 6.72 4.70
C 1.27 6.10 5.50
O 1.49 4.80 5.08
C 2.80 4.29 5.08
C 3.01 3.29 3.91
O 2.22 2.09 4.04
C 2.79 1.14 4.85
H -2.30 7.25 5.38
H -2.91 5.99 4.17
H -2.09 7.42 3.66
H 0.00 7.72 5.14
H 0.53 6.88 3.71
H 1.01 5.88 6.54
H 2.16 6.76 5.45
H 3.03 3.77 6.04
H 3.55 5.10 4.96
H 4.10 3.05 3.99
H 2.86 3.76 2.88
H 3.03 1.48 5.90
H 3.74 0.75 4.34
H 2.03 0.35 4.90
C -4.64 0.62 7.79
O -4.81 1.16 6.51
C -4.82 0.18 5.46
C -5.13 1.03 4.18
O -5.67 0.18 3.20
C -5.79 0.79 1.92
C -4.67 0.27 0.97
O -3.42 0.73 1.56
C -2.25 0.19 0.79
H -5.48 0.04 8.09
H -4.50 1.53 8.37
H -3.72 0.09 7.75
H -5.59 -0.51 5.64
H -3.84 -0.40 5.28
H -4.20 1.46 3.81
H -5.98 1.70 4.45
H -5.77 1.88 1.89
H -6.72 0.53 1.54
H -4.72 0.70 -0.09
H -4.64 -0.85 0.97
H -2.10 0.64 -0.17
H -2.40 -0.88 0.56
H -1.33 0.38 1.33
C 2.55 -2.64 2.26
O 2.05 -2.46 0.98
C 0.62 -2.40 0.99
C 0.04 -2.37 -0.41
O 0.37 -1.26 -1.16
C -0.50 -1.11 -2.23
C -0.21 0.07 -3.17
O -0.45 1.31 -2.52
C 0.60 1.73 -1.71
H 3.61 -2.42 2.34
H 2.41 -3.66 2.73
H 2.04 -1.89 2.87
H 0.31 -1.50 1.55
H 0.17 -3.20 1.54
H -1.09 -2.45 -0.38
H 0.37 -3.27 -0.97
H -1.51 -0.96 -1.84
H -0.53 -1.96 -2.86
H -0.87 0.10 -3.99
H 0.78 -0.02 -3.62
H 1.50 1.78 -2.30
H 0.77 1.03 -0.97
H 0.29 2.66 -1.28
C 6.14 -3.25 0.24
O 5.63 -3.38 -1.07
C 4.33 -3.83 -1.44
C 4.38 -5.40 -1.56
O 4.47 -6.10 -0.32
C 3.50 -5.80 0.69
C 1.98 -5.74 0.24
O 1.41 -6.95 -0.17
C 0.71 -7.62 0.76
H 7.24 -3.19 0.15
H 5.95 -4.19 0.80
H 5.74 -2.44 0.83
H 4.08 -3.33 -2.39
H 3.61 -3.53 -0.68
H 5.27 -5.68 -2.17
H 3.53 -5.77 -2.10
H 3.74 -4.85 1.29
H 3.51 -6.66 1.37
H 1.85 -5.15 -0.66
H 1.40 -5.35 1.10
H 1.33 -7.93 1.61
H 0.39 -8.53 0.27
H -0.26 -7.06 1.15
```

Values from the calculation:
HOMO-LUMO gap = 0.3337 Eh
charge = 0
multiplicity = 1
energy = -165943.8222 eV
LUMO energy = 0.472 eV
E_HOMO = -8.61 eV
maximum force = 3.6 eV/A

Here are the Mulliken charges for atoms 1 to 99, given in e: atom 1 (C): -0.456, atom 2 (C): 1.005, atom 3 (O): -0.220, atom 4 (C): 0.342, atom 5 (O): -0.425, atom 6 (O): -0.358, atom 7 (H): 0.166, atom 8 (H): 0.354, atom 9 (H): 0.514, atom 10 (H): -1.010, atom 11 (C): -0.163, atom 12 (C): -0.475, atom 13 (O): -0.046, atom 14 (C): 0.358, atom 15 (O): -0.484, atom 16 (O): -0.265, atom 17 (H): 0.288, atom 18 (H): 0.232, atom 19 (H): 0.257, atom 20 (H): 0.221, atom 21 (C): 0.441, atom 22 (C): -0.203, atom 23 (O): 0.495, atom 24 (C): -0.173, atom 25 (O): 0.043, atom 26 (O): -0.366, atom 27 (H): 0.451, atom 28 (H): -0.590, atom 29 (H): -0.266, atom 30 (H): 0.319, atom 31 (C): -0.455, atom 32 (C): 0.612, atom 33 (O): -0.315, atom 34 (C): 0.742, atom 35 (O): -0.482, atom 36 (O): -0.392, atom 37 (H): 0.241, atom 38 (H): 0.304, atom 39 (H): 0.422, atom 40 (H): -0.509, atom 41 (C): 1.448, atom 42 (C): -0.524, atom 43 (O): -0.479, atom 44 (C): -0.166, atom 45 (O): -0.431, atom 46 (O): 0.606, atom 47 (H): -0.801, atom 48 (H): -0.441, atom 49 (H): 0.397, atom 50 (H): 0.201, atom 51 (C): 0.845, atom 52 (C): 0.963, atom 53 (O): -0.202, atom 54 (C): -0.238, atom 55 (O): -0.561, atom 56 (O): 0.146, atom 57 (H): -0.866, atom 58 (H): 0.344, atom 59 (H): -0.416, atom 60 (H): -0.372, atom 61 (C): 1.009, atom 62 (C): 0.172, atom 63 (O): -0.403, atom 64 (C): 0.704, atom 65 (O): -0.569, atom 66 (O): -0.153, atom 67 (H): -0.765, atom 68 (H): 0.283, atom 69 (H): -0.226, atom 70 (H): 0.151, atom 71 (C): -0.634, atom 72 (O): -0.289, atom 73 (C): -0.939, atom 74 (C): 0.391, atom 75 (O): -0.421, atom 76 (C): 0.142, atom 77 (C): -0.085, atom 78 (O): -0.337, atom 79 (C): -0.797, atom 80 (H): 0.199, atom 81 (H): 0.117, atom 82 (H): 0.436, atom 83 (H): 0.301, atom 84 (H): 0.272, atom 85 (H): 0.177, atom 86 (H): 0.141, atom 87 (H): 0.937, atom 88 (H): -0.451, atom 89 (H): -0.578, atom 90 (H): 0.479, atom 91 (H): 0.201, atom 92 (H): 0.279, atom 93 (H): 0.364, atom 94 (C): -0.802, atom 95 (O): -0.145, atom 96 (C): -0.643, atom 97 (C): 0.170, atom 98 (O): -0.386, atom 99 (C): 0.306

***

This record from the OMol25 dataset describes an isolated molecule of C7H11N in a non-equilibrium geometry. The level of theory is ωB97M-V/def2-TZVPD.

Structure (XYZ):
```
19
Properties=species:S:1:pos:R:3
C -0.19 0.60 -2.60
C -0.41 0.47 2.18
C 0.59 0.53 -0.18
C 0.26 -0.29 1.07
C -0.38 0.15 -1.20
C -1.15 -0.88 -0.75
C 0.93 -1.44 1.30
N 1.47 1.43 -0.35
H 2.01 1.62 0.49
H 0.85 0.47 -2.91
H -0.40 1.67 -2.68
H -0.83 0.04 -3.28
H -0.32 1.55 2.09
H -1.48 0.25 2.19
H 0.00 0.21 3.16
H 1.43 -1.97 0.50
H -1.63 -1.54 -1.46
H -1.71 -0.97 0.17
H 0.95 -1.90 2.28
```

Values from the calculation:
HOMO-LUMO gap = 0.3344 Eh
charge = 0
multiplicity = 1
energy = -8924.7731 eV
LUMO energy = 0.537 eV
ΔE to the lowest compared entry with this formula, charge and spin = 285.2 kJ/mol
E_HOMO = -8.56 eV
SMILES = C=C(C)C(=N)C(=C)C
maximum force = 3.8 eV/A

natural (NBO) atomic charges, in units of e: atom 1 (C): -0.642, atom 2 (C): -0.650, atom 3 (C): 0.245, atom 4 (C): -0.033, atom 5 (C): -0.049, atom 6 (C): -0.336, atom 7 (C): -0.387, atom 8 (N): -0.628, atom 9 (H): 0.342, atom 10 (H): 0.230, atom 11 (H): 0.237, atom 12 (H): 0.215, atom 13 (H): 0.223, atom 14 (H): 0.216, atom 15 (H): 0.222, atom 16 (H): 0.201, atom 17 (H): 0.188, atom 18 (H): 0.211, atom 19 (H): 0.195

***

This record from the OMol25 dataset describes a cluster of 5 separate species, C13H21Cl8N in total in a non-equilibrium geometry. The level of theory is ωB97M-V/def2-TZVPD.

Structure (XYZ):
```
43
Properties=species:S:1:pos:R:3
Cl 1.75 1.91 0.89
C 3.13 1.99 -0.19
C 3.26 0.71 -1.00
Cl 1.91 0.64 -2.15
H 4.03 2.16 0.41
H 2.86 2.89 -0.74
H 3.33 -0.23 -0.46
H 4.01 0.82 -1.78
Cl 0.57 5.37 5.69
C -0.94 5.15 4.86
C -0.71 4.22 3.66
Cl -2.33 4.09 2.92
H -1.09 6.12 4.39
H -1.74 4.99 5.58
H -0.48 3.20 3.95
H 0.03 4.69 3.01
Cl 2.02 -1.70 1.28
C 0.29 -2.13 1.29
C -0.55 -0.86 0.97
Cl -0.64 0.23 2.36
H 0.11 -2.59 2.27
H 0.16 -2.84 0.48
H -1.61 -1.06 0.80
H -0.20 -0.39 0.05
Cl 5.72 2.95 11.24
C 5.49 1.20 11.09
C 6.85 0.61 10.46
Cl 8.21 0.92 11.63
H 4.58 1.02 10.51
H 5.26 0.76 12.06
H 7.13 1.03 9.50
H 6.82 -0.48 10.43
N 3.54 -0.43 4.81
C 3.96 -0.04 6.01
C 3.19 0.86 6.78
C 2.08 1.49 6.26
C 1.70 1.09 4.97
C 2.53 0.19 4.26
H 4.82 -0.54 6.43
H 3.47 1.16 7.78
H 1.45 2.19 6.78
H 0.77 1.34 4.47
H 2.24 0.11 3.23
```

Values from the calculation:
HOMO-LUMO gap = 0.3637 Eh
charge = 0
multiplicity = 1
energy = -115490.5990 eV
LUMO energy = 0.556 eV
ΔE to the lowest compared entry with this formula, charge and spin = 122.4 kJ/mol
E_HOMO = -9.34 eV
SMILES = c1ccncc1.ClCCCl.ClCCCl.ClCCCl.ClCCCl
maximum force = 2.6 eV/A

natural (NBO) atomic charges, in units of e: atom 1 (Cl): -0.055, atom 2 (C): -0.405, atom 3 (C): -0.396, atom 4 (Cl): -0.076, atom 5 (H): 0.225, atom 6 (H): 0.233, atom 7 (H): 0.244, atom 8 (H): 0.228, atom 9 (Cl): -0.046, atom 10 (C): -0.412, atom 11 (C): -0.369, atom 12 (Cl): -0.066, atom 13 (H): 0.215, atom 14 (H): 0.233, atom 15 (H): 0.217, atom 16 (H): 0.230, atom 17 (Cl): -0.069, atom 18 (C): -0.378, atom 19 (C): -0.400, atom 20 (Cl): -0.058, atom 21 (H): 0.232, atom 22 (H): 0.224, atom 23 (H): 0.225, atom 24 (H): 0.239, atom 25 (Cl): -0.047, atom 26 (C): -0.399, atom 27 (C): -0.364, atom 28 (Cl): -0.079, atom 29 (H): 0.221, atom 30 (H): 0.223, atom 31 (H): 0.226, atom 32 (H): 0.220, atom 33 (N): -0.426, atom 34 (C): 0.030, atom 35 (C): -0.263, atom 36 (C): -0.184, atom 37 (C): -0.244, atom 38 (C): 0.033, atom 39 (H): 0.192, atom 40 (H): 0.208, atom 41 (H): 0.223, atom 42 (H): 0.209, atom 43 (H): 0.206